Density functional theory data (ωB97M-V/def2-TZVPD) for C14H11Br2N3O4STc as an isolated structure.

The spin multiplicity is 4. The LUMO energy (spin up / spin down) comes out at -9.0 / -9.1 eV. The total charge is +2. The total energy is -6631.800205 Eh. The value obtained for the orbital gap (spin up / spin down) is 4.96 / 4.87 eV. For the molar mass, the calculation gives 575.1 g/mol.

Geometry as XYZ:
```
36
C14H11Br2N3O4STc, DFT ωB97M-V/def2-TZVPD
Tc -0.95012 0.80412 -0.21274
Br -0.59258 -1.56664 2.51086
C -0.00820 0.18602 2.76787
C 0.61194 0.52454 3.96749
C 0.92162 1.84557 4.21648
C 0.57865 2.81556 3.27467
C 0.00519 2.39700 2.10362
N -0.26778 1.10027 1.82905
C -0.40435 3.35307 1.03837
O -0.40496 4.53151 1.08271
O -0.85683 2.66951 -0.08899
H 0.82206 -0.25092 4.68980
H 1.41418 2.12326 5.13841
H 0.75192 3.87123 3.43230
Br 1.97327 -6.91185 -2.42804
C 1.76282 -5.17733 -1.77110
C 2.83237 -4.55341 -1.13380
C 2.68477 -3.26500 -0.66511
C 1.46014 -2.60497 -0.82682
C 0.38903 -3.24327 -1.45919
C 0.53896 -4.52925 -1.93358
C 1.37850 -1.25561 -0.30811
O 2.15501 -0.55229 0.24013
O 0.03175 -0.66915 -0.50680
H 3.77032 -5.07662 -1.01514
H 3.50745 -2.75854 -0.17932
H -0.56045 -2.74219 -1.58303
H -0.27722 -5.03505 -2.42834
N -2.43407 3.20203 -3.51246
C -2.77950 2.64636 -2.37236
N -3.51873 3.27919 -1.49019
S -2.29357 0.96380 -2.15092
H -2.73544 4.13181 -3.77285
H -1.87908 2.68997 -4.18144
H -3.79662 4.24338 -1.61641
H -3.83046 2.81389 -0.65502
```